No. 1
{
  "formula": "C7H8FN",
  "method": "ωB97M-V with the def2-TZVPD basis set",
  "e_tot_ha": -425.9195,
  "multiplicity": 3,
  "e_homo_ha": [-0.188, -0.369],
  "relative_energy_kj_mol": 51.3,
  "charge": 0,
  "species": ["C", "C", "C", "C", "C", "C", "C", "N", "F", "H", "H", "H", "H", "H", "H", "H", "H"],
  "coordinates": [[-2.5476, -0.4603, 0.1331], [-1.2555, -0.8725, 0.4623], [-2.3583, 0.8426, -0.3680], [-0.3267, 0.1063, 0.0471], [2.0425, -0.8999, 0.4221], [2.0918, -0.1517, -0.8800], [1.0780, 0.1928, 0.1775], [-1.0685, 1.1383, -0.4404], [1.3630, 1.8189, 0.8458], [-3.4601, -0.9544, 0.3421], [-0.8511, -1.5134, 1.1997], [-3.0975, 1.6242, -0.6122], [1.7263, -1.9200, 0.5781], [2.6945, -0.6118, 1.1254], [2.9170, 0.3736, -0.9272], [1.6718, -0.7367, -1.7100], [-0.6194, 2.0240, -0.3954]],
  "atomic_forces_ev_per_a": [[2.11, 0.26, 0.59], [-1.81, -1.33, 0.67], [-3.48, 0.58, -0.34], [2.81, 1.13, -0.21], [-2.62, -0.52, -0.94], [-4.30, -3.28, 0.78], [-1.23, -0.23, -0.75], [2.44, 1.01, -0.72], [0.01, -0.44, -0.24], [-0.61, -0.20, 0.09], [-0.47, -1.43, 0.34], [0.37, -0.80, 0.07], [-0.29, -0.25, -0.48], [2.77, 0.95, 2.33], [3.81, 2.96, -1.01], [0.56, 0.70, 0.01], [-0.06, 0.89, -0.19]]
}

***

No. 2
{
  "formula": "C7H8I3NO",
  "method": "ωB97M-V with the def2-TZVPD basis set",
  "e_tot_ha": -1294.4991,
  "multiplicity": 1,
  "e_homo_ha": [-0.275, -0.299],
  "relative_energy_kj_mol": 147.4,
  "charge": 0,
  "species": ["C", "C", "C", "C", "C", "C", "C", "N", "O", "I", "I", "I", "H", "H", "H", "H", "H", "H", "H", "H"],
  "coordinates": [[0.1175, -0.1420, -2.0554], [-1.5018, 0.6599, 0.3742], [-0.3558, 1.2862, -1.8180], [-0.1608, 0.9775, -0.3309], [0.8751, -1.2972, 0.0581], [-1.2883, -0.3051, 1.4859], [1.8496, -1.1059, 1.1508], [0.4694, -0.2744, -0.7222], [0.2002, -0.8870, -2.9847], [0.9972, 2.7542, -2.6257], [-2.8229, -1.7243, 1.8103], [-0.4371, 0.5221, 3.2444], [-1.9319, 1.6136, 0.6892], [-2.1701, 0.2069, -0.3645], [-1.3552, 1.5511, -2.1490], [0.4609, 1.6474, 0.2658], [0.7167, -2.2843, -0.3543], [2.6710, -1.8119, 1.0279], [1.4241, -1.2957, 2.1422], [2.2421, -0.0910, 1.1559]],
  "atomic_forces_ev_per_a": [[0.18, -0.11, -0.40], [0.32, -0.10, -0.14], [0.13, 0.57, -0.31], [-0.23, 0.25, 0.44], [-0.88, -0.25, 0.63], [0.19, -0.31, 0.28], [0.13, -0.04, 0.24], [0.21, 0.27, -0.18], [-0.04, -0.11, -0.04], [-0.27, -0.30, 0.11], [0.39, 0.33, -0.05], [-0.30, -0.16, -0.36], [-0.11, -0.03, 0.09], [0.00, 0.03, 0.05], [0.03, -0.01, 0.02], [-0.01, -0.02, -0.12], [0.00, -0.03, -0.08], [0.15, 0.03, -0.05], [0.04, -0.04, -0.12], [0.06, 0.03, 0.01]]
}

***

No. 3
{
  "formula": "C7H8IN2",
  "method": "ωB97M-V with the def2-TZVPD basis set",
  "e_tot_ha": -678.4755,
  "multiplicity": 1,
  "e_homo_ha": -0.462,
  "relative_energy_kj_mol": 0.0,
  "charge": 1,
  "species": ["C", "C", "C", "C", "C", "C", "C", "N", "N", "I", "H", "H", "H", "H", "H", "H", "H", "H"],
  "coordinates": [[0.7554, -1.8050, -0.0669], [0.3991, -1.6635, 1.2999], [0.4055, -0.8572, -0.9271], [-0.1842, -0.4948, 1.6814], [-0.2848, 0.3201, -0.5441], [-0.8437, 1.4377, -1.1656], [-1.1562, 1.6601, 1.0305], [-0.5079, 0.5237, 0.8275], [-1.3465, 2.2231, -0.1801], [4.0587, 0.1063, -0.2059], [1.2816, -2.6095, -0.5659], [0.3631, -2.3425, 2.0221], [0.7424, -1.0657, -1.9580], [-0.4355, -0.3172, 2.7640], [3.4489, -1.1582, -0.9421], [-1.1199, 1.6946, -2.1391], [-1.4910, 2.0662, 1.9316], [-1.9507, 3.0711, -0.3290]],
  "atomic_forces_ev_per_a": [[0.14, -0.83, 0.21], [-1.06, 3.86, -2.48], [0.26, 0.56, -2.16], [0.03, -0.57, 2.80], [-0.39, 1.17, -0.33], [0.05, -0.75, 1.22], [0.02, 0.60, -1.63], [0.49, -0.83, -1.13], [-0.98, 0.62, 0.87], [0.16, 0.37, 0.21], [-0.01, -0.47, 0.92], [0.73, -3.16, 2.67], [-0.66, 0.83, 0.44], [0.16, -0.18, -1.38], [-0.07, -0.32, -0.20], [0.31, 0.00, -1.46], [-0.30, 0.35, 1.21], [1.12, -1.26, 0.21]]
}